# 1
This record from OMol25 describes a cluster of 2 separate species, C16H34N2O2 in total. The level of theory is ωB97M-V/def2-TZVPD.

Properties
E_LUMO ... -0.56 eV
Spin multiplicity ... 1
Orbital gap ... 3.56 eV
Relative energy (zero: lowest compared OMol25 entry of this formula, charge and spin) ... 446.1 kJ/mol
Molar mass ... 286.46 g mol⁻¹
E_tot ... -889.7824 Eh
Highest occupied orbital energy ... -4.119 eV

Last column: Mulliken charge in e.
Element x y z (Å)
O (0.1620, 4.1138, -1.5784)  -0.57
H (-4.1017, -0.6327, 4.5008)  0.48
C (2.8050, -1.1385, -4.9406)  -1.56
H (5.3412, -0.0701, -2.0118)  0.40
C (1.0525, 3.3369, -1.3067)  -0.09
N (2.0406, 1.2882, -0.2984)  -0.74
H (-3.6458, -2.0629, 1.3111)  0.37
H (2.8449, 1.4059, -2.6459)  0.23
C (-1.5566, -1.6176, 1.4809)  -0.56
H (0.2806, 1.3818, -1.3663)  0.09
C (-2.0138, -0.1201, 4.3120)  -0.41
H (5.5757, -1.6352, -2.7845)  0.29
H (3.8772, -1.1793, -5.1428)  0.28
H (-5.2705, 0.0946, 1.3003)  0.41
H (-0.6258, 0.3346, 1.8678)  -0.02
H (3.0182, -1.6379, -0.4237)  0.10
H (5.0702, -0.2514, -3.7383)  0.33
H (2.3305, -0.5214, -5.7082)  0.43
C (0.8471, 1.9926, -0.6435)  0.12
C (-0.5386, -0.5211, 1.2009)  -0.85
H (3.4097, -2.2109, -2.5284)  0.58
C (-2.1925, 1.2843, 3.7252)  -0.73
H (0.1747, 2.1817, 0.2347)  -0.05
H (-3.8965, 1.7709, 2.4608)  0.39
C (3.4672, -1.1149, -2.4803)  0.64
H (-5.4439, -1.3129, 2.3828)  0.42
H (-1.1075, -0.5842, 3.9302)  0.15
H (-3.1436, -1.9493, 3.7977)  0.31
C (-3.0408, 1.1012, 2.4641)  -0.57
H (-1.9349, -0.1064, 5.3972)  0.50
H (-5.4991, 0.3379, 3.0507)  0.48
H (-2.7140, 1.9318, 4.4299)  0.37
H (3.0381, 1.3517, -4.4422)  0.48
C (2.4838, 0.9703, -3.5795)  -1.40
C (-5.0578, -0.3007, 2.2904)  -1.18
H (2.4268, -2.1621, -5.0272)  0.40
H (1.4516, 1.3161, -3.7028)  0.30
C (-3.2544, -0.8692, 3.8587)  -0.76
H (1.4871, -0.9258, -3.3080)  0.27
H (3.8309, -0.0871, -0.5643)  0.49
N (-3.5777, -0.3299, 2.4865)  0.32
H (0.4781, -0.8949, 1.3070)  0.33
H (-2.4887, 1.2486, 1.5410)  0.33
C (2.4964, -0.5735, -3.5380)  0.52
O (1.8273, -0.0669, -0.9217)  -0.07
C (-3.0068, -1.1802, 1.3651)  -0.79
H (-1.3585, -2.1019, 2.4395)  0.30
H (-1.4337, -2.4107, 0.7398)  0.47
H (-1.2384, 1.7558, 3.5000)  0.37
C (3.0617, -0.7131, -1.0266)  -1.21
H (-3.1623, -0.5949, 0.4584)  0.51
H (-0.6270, -0.1541, 0.1787)  0.32
C (4.9422, -0.7436, -2.7728)  -1.62
H (2.1099, 3.5767, -1.5314)  0.39


# 2
This record from OMol25 describes a cluster of 2 separate species, C16H34NO5 in total. The level of theory is ωB97M-V/def2-TZVPD.

Properties
E_LUMO (alpha / beta) ... 0.66 / 0.66 eV
Spin multiplicity ... 2
Orbital gap (alpha / beta) ... 8.61 / 9.92 eV
Molar mass ... 320.45 g mol⁻¹
E_tot ... -1060.8727 Eh
Highest occupied orbital energy (alpha / beta) ... -7.943 / -9.257 eV

Last column: Löwdin spin population.
Element x y z (Å)
C (2.4283, -2.5644, 3.9223)  0.00
H (-0.4201, -2.5996, -5.5599)  0.00
H (-2.2581, 1.4930, 1.2098)  0.00
H (-2.9277, 0.9547, -0.2845)  0.00
C (0.9886, 1.8679, 1.2200)  0.00
C (-1.4083, 3.6935, 0.3568)  0.01
C (0.8510, 1.3601, -0.2008)  0.03
H (2.5250, -0.7788, 6.0443)  0.00
C (1.5579, -0.8479, 5.5446)  0.00
H (-1.9001, 3.5602, -2.3133)  0.00
C (-2.3044, 2.7416, -1.7338)  0.00
C (0.1149, -1.8279, -3.6237)  0.00
C (2.2633, 1.3527, -0.8467)  0.00
H (1.0489, 0.1118, 5.6367)  0.00
H (-2.2913, -3.2241, -2.0303)  0.00
H (-0.3923, 3.9847, 0.5924)  0.00
H (-0.5834, -3.6706, -2.0604)  0.00
N (-0.0205, 2.2009, -1.0496)  0.38
H (0.0291, 1.9979, 1.7091)  0.00
H (-1.8365, 4.5273, -0.1835)  0.00
H (0.7038, -0.9676, -3.3084)  0.00
H (1.5548, 1.1370, 1.7840)  0.00
H (-0.0860, -1.9455, 3.8668)  0.00
H (-2.5799, -1.6690, 0.5396)  0.00
H (3.4194, -2.5428, 4.3774)  0.00
C (-0.1841, -1.6395, -5.1034)  0.00
C (-1.9912, 1.2028, 0.2017)  0.02
H (-1.0316, -0.9741, -5.1987)  0.00
H (2.5343, -2.8183, 2.8673)  0.00
H (-2.4887, 1.8686, -2.3446)  0.00
H (3.0048, 1.3088, -0.0579)  0.00
C (-1.1537, -0.0943, 0.3061)  0.00
H (-2.5849, -1.0053, -1.0738)  0.00
O (0.0914, 1.9419, -2.3005)  0.51
O (0.9203, -1.0485, -5.7931)  0.00
C (0.2671, -0.0424, -0.2723)  0.02
H (1.7239, -1.2295, -5.2775)  0.00
C (-1.9326, -1.3026, -0.2576)  0.00
H (0.3226, -0.3512, -1.3010)  0.00
H (2.3694, 0.4860, -1.4818)  0.00
C (-1.2725, -2.8408, -1.9295)  0.00
H (2.2855, -0.4532, 3.5646)  0.00
O (0.4452, -1.2662, 3.4354)  0.00
H (-1.9845, 3.5455, 1.2601)  0.00
O (-1.1115, -1.8502, -2.9061)  0.00
O (-1.0790, -2.3798, -0.6189)  0.00
H (-3.2453, 3.0874, -1.3145)  0.00
H (0.9527, -1.5932, 6.0679)  0.00
H (0.6660, -2.7574, -3.5041)  0.00
H (0.8815, -0.7028, 0.3254)  0.00
H (-1.0216, -0.3041, 1.3601)  0.00
H (2.4114, 2.2354, -1.4497)  0.00
C (1.7180, -1.2290, 4.0809)  0.00
H (1.5556, 2.7900, 1.2492)  0.00
C (-1.3941, 2.4330, -0.5384)  0.03
H (1.8495, -3.3621, 4.3959)  0.00


# 3
This record from OMol25 describes a structure of composition C16H34O3P2PbS. The level of theory is ωB97M-V/def2-TZVPD.

Properties
E_LUMO (alpha / beta) ... -6.68 / -7.47 eV
Spin multiplicity ... 1
Orbital gap (alpha / beta) ... 7.32 / 6.54 eV
Relative energy (zero: lowest compared OMol25 entry of this formula, charge and spin) ... 119.2 kJ/mol
Molar mass ... 575.66 g mol⁻¹
Charge ... +2
E_tot ... -2128.7721 Eh
Highest occupied orbital energy (alpha / beta) ... -14.007 / -14.008 eV

Last column: Mulliken charge in e.
Element x y z (Å)
H (0.0713, -0.7001, -3.6705)  0.80
H (0.7015, -0.4155, 0.1583)  -0.58
C (2.4634, -1.2594, 2.7626)  -1.49
O (0.9273, 0.3184, 4.9576)  -0.60
C (0.0791, -0.5330, -2.5832)  -0.42
O (0.9072, 1.7292, 2.9071)  -0.62
C (-2.0986, 0.4069, -1.6841)  -0.27
P (0.2213, 1.8791, -1.1898)  0.98
H (1.3108, 1.1236, -3.1687)  0.65
H (-1.1322, -0.2612, -2.2461)  -0.79
H (-3.7413, -0.8676, -2.1690)  0.49
H (-2.0282, 2.1296, -0.3806)  0.78
H (-0.6798, 4.0388, -1.7954)  0.47
H (1.9718, 0.2693, -1.7569)  0.40
C (-1.4270, 1.2167, -0.6012)  0.15
H (2.7965, -2.0657, 2.0943)  0.41
C (1.4253, 2.6947, -0.1696)  -1.09
C (2.0102, -2.7462, -1.6451)  -1.10
C (-2.1220, -2.4018, -0.2795)  -1.17
H (-0.2268, -2.9016, 0.2737)  0.86
C (-0.7455, -2.0547, -0.2251)  -0.03
H (-1.0325, 2.8450, -3.0713)  0.42
H (-0.7080, 1.1271, 1.4487)  0.45
H (0.6158, 3.5356, -2.9100)  0.49
H (2.1455, -3.3769, -2.5398)  0.44
H (-3.3836, -1.0469, 0.8400)  0.39
H (-4.1265, -2.1334, -0.3397)  0.45
H (1.0575, 2.7639, 0.8624)  0.26
H (-2.3577, -3.4677, -0.2080)  0.54
C (-3.2385, -1.4960, -0.1594)  -0.90
C (-0.2717, 3.1921, -2.3627)  -1.48
H (1.5356, 2.6435, 6.3543)  0.38
H (-2.1161, 0.1734, 1.1670)  0.40
S (1.5159, 1.4274, 4.2568)  1.27
H (0.0442, -1.1190, 1.5715)  0.36
C (-0.6204, -3.1837, -2.8081)  -1.53
H (-2.4238, 1.0691, -2.5099)  0.52
H (0.1513, 3.0740, 5.3499)  0.35
P (0.3655, -2.0748, -1.7353)  0.76
C (1.0271, 0.6101, -2.2319)  -1.06
H (2.7837, -1.9632, -1.6429)  0.41
H (2.1184, -3.3756, -0.7469)  0.42
H (2.3754, 2.1165, -0.2934)  0.23
H (1.4107, -1.3846, 3.0304)  0.42
H (1.6936, 3.6978, -0.5390)  0.56
H (-0.8583, -4.1054, -2.2642)  0.45
O (3.0208, 1.2894, 3.9804)  -0.72
C (-1.1653, 0.4522, 0.7118)  -1.44
H (-1.5627, -2.7031, -3.1099)  0.38
H (3.0577, -1.2437, 3.6889)  0.44
H (-4.0839, 0.3724, -0.9463)  0.33
C (-3.3365, -0.3829, -1.2623)  -1.02
C (-0.2665, -0.7510, 0.5815)  0.46
Pb (2.9851, 0.6380, 1.6867)  0.96
C (1.2329, 2.8613, 5.3178)  -1.05
H (-0.0293, -3.4179, -3.7038)  0.52
H (1.7604, 3.7376, 4.9477)  0.33


# 4
This record from OMol25 describes a structure of composition C16H34O3P2PtS. The level of theory is ωB97M-V/def2-TZVPD.

Properties
E_LUMO (alpha / beta) ... -4.84 / -9.16 eV
Spin multiplicity ... 5
Orbital gap (alpha / beta) ... 5.22 / 5.30 eV
Relative energy (zero: lowest compared OMol25 entry of this formula, charge and spin) ... 29.5 kJ/mol
Molar mass ... 563.54 g mol⁻¹
Charge ... +2
E_tot ... -2055.1363 Eh
Highest occupied orbital energy (alpha / beta) ... -10.060 / -14.467 eV

Last column: Löwdin spin population.
Element x y z (Å)
C (0.3249, 2.1966, 0.3943)  0.06
H (-2.0964, 2.2327, 5.7784)  0.00
C (-0.2117, 0.8031, 0.0799)  0.39
H (-1.7324, 4.6420, 0.8617)  0.00
H (1.0856, 0.1932, -5.4320)  0.01
H (-1.8844, 3.5234, 4.5339)  0.00
O (-2.5669, 1.5074, 2.6573)  0.00
O (-0.9892, 0.0251, 3.9358)  0.00
H (0.1822, -5.5952, 1.5659)  0.02
H (-1.2004, 0.6425, 0.5177)  0.03
H (0.8953, 1.9399, -3.1493)  0.03
H (2.7058, -1.2702, -3.4450)  0.00
H (-0.3374, -2.9415, 4.1053)  0.01
S (-1.4594, 1.3450, 3.5871)  0.00
H (1.4755, 4.9364, 2.8312)  0.00
H (2.3702, 0.7173, -4.3504)  0.00
H (0.4055, 0.0582, 0.5770)  0.05
H (-2.4337, 3.2261, 1.6255)  0.00
H (-1.1510, -4.4935, 0.9747)  0.00
Pt (-0.1612, -0.1687, -1.9249)  1.00
C (-1.6841, 4.0106, 1.7487)  0.00
H (-0.4360, 2.7035, 5.2630)  0.00
H (2.9745, -2.5598, 1.5946)  0.00
H (2.3098, 3.4845, 2.2701)  0.00
H (-0.8831, -1.7119, -5.1222)  0.01
C (0.7536, -1.7200, -2.8137)  0.28
C (-0.6873, -1.7762, -2.9634)  0.28
H (2.7937, -4.3786, 1.6348)  0.02
H (0.3677, -4.6923, 0.0235)  0.00
C (-1.8741, 0.0476, -4.2834)  0.05
H (2.2951, -3.4662, 0.1800)  0.00
C (-0.0595, -4.6623, 1.0481)  0.08
P (0.6677, -3.2169, 1.9516)  0.64
H (0.4075, -4.5949, 3.9157)  0.02
H (1.4071, 2.0438, 0.4833)  0.00
H (-2.3553, -2.0552, -4.2089)  0.00
H (1.7722, -1.9529, -4.7227)  0.01
C (2.3777, -3.4363, 1.2871)  0.09
H (1.1388, -2.4917, -2.1576)  0.04
H (1.7504, 4.6936, 1.1058)  0.00
H (-1.9567, 4.5962, 2.6360)  0.00
H (-1.9806, 0.4149, -5.3074)  0.01
C (1.4005, 0.1961, -4.3804)  0.04
H (1.4471, -3.1383, 4.3060)  0.00
C (1.6934, -1.2456, -3.8790)  0.05
O (-0.0680, 2.1248, 2.9575)  0.00
C (-0.9979, 0.9439, -3.4269)  0.25
C (-1.4439, -1.4364, -4.2171)  0.04
H (-2.8858, 0.0972, -3.8608)  0.00
H (-1.4825, 1.8531, -3.0554)  0.03
C (0.5558, -3.5003, 3.7601)  0.10
C (0.4454, 0.9928, -3.4879)  0.26
H (-1.1234, -2.5495, -2.3334)  0.04
C (1.4903, 4.1787, 2.0402)  0.00
H (0.1795, 2.8119, -0.4897)  0.01
C (-1.4800, 2.5796, 4.9385)  0.00
P (-0.0505, 3.2929, 1.8412)  0.02